Version one
# C4H11N2S

A cluster of 2 separate species, C4H11N2S in total (the ωB97M-V functional and the def2-TZVPD basis, OMol25).

The geometry in ORCA input format:
```
! RIJCOSX wB97M-V def2-TZVPD def2/J DEFGRID3
* xyz 1 1
C 0.580 -2.100 -0.713
C -2.674 0.343 0.182
C 2.109 1.404 0.855
C 0.952 -0.932 0.093
N -1.097 1.374 -1.098
N -1.329 0.585 -0.197
S 1.778 0.344 -0.577
H 0.664 -1.903 -1.780
H 1.250 -2.932 -0.466
H -0.422 -2.451 -0.472
H -2.902 1.004 1.028
H -2.763 -0.686 0.532
H -3.384 0.565 -0.622
H 1.184 1.605 1.386
H 2.534 2.331 0.480
H 2.827 0.913 1.505
H 0.774 -0.943 1.157
H -0.082 1.480 -1.293
*
```

Results
LUMO energy (spin up / spin down) in eV: -5.50 / -5.50
Frontier orbital gap (spin up / spin down) in eV: 7.786 / 7.787
Molecular weight in g mol⁻¹: 119.213
HOMO energy (spin up / spin down) in eV: -13.287 / -13.288

Version two
# C4H11N2S

The ion C4H11N2S with charge +1 (the ωB97M-V functional and the def2-TZVPD basis, OMol25).

The geometry in ORCA input format:
```
! RIJCOSX wB97M-V def2-TZVPD def2/J DEFGRID3
* xyz 1 1
C -0.614 -0.714 -1.458
C -0.456 -0.358 -0.023
C -0.226 -1.628 0.849
S -1.785 0.801 0.631
C 0.760 0.758 0.205
N 1.820 0.532 0.902
N 0.587 1.918 -0.285
H 0.017 -0.157 -2.220
H -0.412 -1.728 -1.586
H -1.658 -0.676 -1.734
H 0.517 -2.232 0.238
H 0.182 -1.289 1.797
H -1.214 -2.089 1.186
H -2.588 0.967 -0.463
H 1.831 -0.226 1.549
H 2.436 1.270 1.091
H -0.359 2.147 -0.582
H 1.160 2.704 -0.097
*
```

Results
LUMO energy in eV: -3.29
Frontier orbital gap in eV: 10.256
Molecular weight in g mol⁻¹: 119.213
SMILES: CC(C)(S)C(N)=[NH2+]
HOMO energy in eV: -13.550

Verdict on stability: version one comes out at the bottom.